No. 1
30
Properties=species:S:1:pos:R:3 method="wB97M-V/def2-TZVPD" smiles=O.O.O.O.O.O.O.O.O.O homo_energy_ha=-0.3579
O 0.790 -2.306 0.961
H 0.312 -3.071 0.641
H 0.725 -2.363 1.914
O -2.435 1.053 -1.154
H -2.566 1.932 -0.798
H -3.310 0.769 -1.420
O 0.490 3.797 0.935
H 0.938 3.746 0.090
H 0.399 2.886 1.214
O 0.313 0.399 0.088
H -0.601 0.651 -0.048
H 0.342 -0.529 -0.142
O 3.335 0.143 -0.067
H 3.397 -0.782 -0.306
H 2.425 0.260 0.206
O -0.877 1.886 2.774
H -0.355 1.083 2.798
H -0.369 2.518 3.281
O 3.247 -2.463 -0.970
H 2.333 -2.373 -1.240
H 3.683 -2.856 -1.726
O -1.545 -1.833 -1.392
H -1.936 -0.963 -1.463
H -2.156 -2.327 -0.846
O -2.638 3.157 0.908
H -3.423 3.393 1.401
H -2.080 2.709 1.544
O 0.835 -2.609 -2.428
H 0.043 -2.442 -1.918
H 0.683 -3.461 -2.837

***

No. 2
23
Properties=species:S:1:pos:R:3 method="wB97M-V/def2-TZVPD" smiles=CNC[C@H](N)CCN homo_energy_ha=-0.3243
C -1.461 0.646 2.950
N -0.675 -0.387 2.224
C 0.215 0.320 1.227
C 0.746 -0.694 0.201
N 1.957 -0.143 -0.462
C -0.011 -0.929 -1.127
C -0.470 0.242 -2.016
N 0.292 0.379 -3.364
H -1.812 1.483 2.315
H -2.371 0.120 3.450
H -0.701 1.043 3.748
H -1.363 -0.967 1.720
H -0.281 1.238 0.833
H 1.139 0.684 1.913
H 0.953 -1.696 0.899
H 2.875 -0.547 -0.169
H 1.876 0.861 -0.370
H -0.891 -1.628 -0.981
H 0.545 -1.701 -1.656
H -0.359 1.325 -1.552
H -1.599 0.265 -2.333
H 1.247 0.507 -3.443
H 0.149 -0.422 -4.008

***

No. 3
9
Properties=species:S:1:pos:R:3 method="wB97M-V/def2-TZVPD" smiles="S=C1C=C(Cl)C=N1" homo_energy_ha=-0.3448
S 0.760 0.681 2.667
C 0.365 0.231 1.197
C -0.404 0.983 0.100
C -0.337 0.122 -0.918
Cl -0.981 0.395 -2.519
C 0.230 -1.177 -0.430
N 0.789 -1.036 0.666
H -0.569 2.013 0.185
H 0.147 -2.211 -0.949

***

No. 4
33
Properties=species:S:1:pos:R:3 method="wB97M-V/def2-TZVPD" smiles=O.O.O.O.O.O.O.O.O.O.O homo_energy_ha=-0.3763
O -0.313 -1.084 -0.620
H -1.267 -0.813 -0.754
H 0.219 -0.604 -1.273
O 2.458 3.611 0.725
H 2.335 3.030 -0.104
H 3.234 4.131 0.517
O 4.216 -1.060 0.426
H 4.176 -0.240 0.912
H 5.031 -1.472 0.875
O -1.197 2.674 -2.043
H -1.318 3.576 -1.892
H -1.743 2.275 -1.268
O -1.255 -1.707 2.638
H -1.911 -2.361 2.206
H -0.398 -2.091 2.680
O -4.297 1.913 -1.383
H -4.572 2.337 -2.201
H -4.816 2.421 -0.698
O 0.949 0.225 2.936
H 0.908 1.198 3.099
H 0.347 -0.082 2.331
O -0.343 3.887 0.392
H -0.541 2.957 0.707
H -0.600 3.867 -0.467
O 4.351 -1.628 -1.791
H 3.861 -0.835 -1.564
H 4.965 -1.320 -2.493
O -4.961 -3.345 0.471
H -5.486 -2.765 0.962
H -4.024 -3.266 0.734
O 0.753 -4.696 -1.643
H -0.072 -4.157 -1.477
H 1.311 -4.576 -0.941

***

Per-record Kohn-Sham gap, eV: 9.61; 9.85; 7.65; 10.04
Per-record relative energy (zero: lowest compared OMol25 entry of this formula, charge and spin), kJ/mol: 214.9; 318.6; 40.6; 423.8